{"formula": "C39H52HgN4OP2", "method": "wB97M-V/def2-TZVPD", "homo_ev": [-6.2023, -6.2039], "e_tot_ha": -2647.47606, "e_lumo_ev": [-0.27, -0.27], "gap_ev": [5.93, 5.93], "symbols": ["Hg", "C", "C", "C", "C", "C", "C", "C", "C", "C", "H", "H", "H", "H", "H", "H", "H", "H", "H", "H", "H", "H", "H", "H", "H", "P", "P", "N", "N", "N", "N", "C", "C", "C", "C", "C", "C", "C", "C", "C", "C", "C", "C", "C", "C", "C", "C", "C", "C", "H", "H", "H", "H", "H", "H", "H", "H", "H", "H", "H", "H", "H", "H", "H", "H", "H", "H", "H", "H", "C", "C", "C", "C", "C", "C", "C", "C", "C", "C", "C", "C", "O", "H", "H", "H", "H", "H", "H", "H", "H", "H", "H", "H", "H", "H", "H", "H", "H", "H"], "positions_angstrom": [[0.00000, 0.00000, 0.00000], [1.23265, -1.39688, -1.22073], [0.70101, -0.45332, -2.09382], [-0.48376, -0.69022, -3.01575], [-1.83553, -0.25572, -2.39862], [-1.95762, -0.53599, -0.91723], [-1.49648, -1.66808, -0.25359], [-0.85157, -2.86880, -0.92575], [0.69383, -2.78798, -0.97080], [-0.93431, 0.85540, 1.64656], [2.24681, -1.22864, -0.86317], [1.32606, 0.40375, -2.33346], [-0.51939, -1.74356, -3.30713], [-0.32701, -0.12211, -3.93850], [-1.95435, 0.82442, -2.53627], [-2.66396, -0.73102, -2.94596], [-2.67252, 0.09340, -0.39031], [-1.85918, -1.82782, 0.75911], [-1.25605, -2.98779, -1.93471], [-1.13420, -3.77128, -0.37372], [1.09220, -3.12280, -0.00705], [1.08104, -3.48821, -1.72683], [-0.26018, 0.89802, 2.50810], [-1.84062, 0.30498, 1.92987], [-1.21908, 1.88486, 1.39249], [-5.96699, -0.17213, -6.51832], [-3.08228, 0.11786, -7.81356], [-6.70095, -1.51676, -5.67999], [-7.33307, 0.78354, -6.99080], [-2.35724, -1.45578, -7.78367], [-2.09404, 0.98281, -8.96439], [-5.60490, -1.01371, -8.12851], [-4.53758, -0.23171, -8.90520], [-6.08398, -2.07294, -4.55987], [-6.69737, -3.26937, -4.27535], [-7.72588, -3.46207, -5.24824], [-7.70369, -2.38277, -6.10127], [-7.63639, 1.97218, -6.32430], [-8.80487, 2.47438, -6.83697], [-9.24727, 1.57251, -7.85296], [-8.33866, 0.54666, -7.93000], [-1.57263, -1.85882, -6.70142], [-1.05603, -3.09941, -6.97467], [-1.52941, -3.48329, -8.26684], [-2.31861, -2.46735, -8.74514], [-1.53587, 0.54399, -10.15969], [-1.11705, 1.64615, -10.86861], [-1.43627, 2.80659, -10.09839], [-2.03327, 2.37588, -8.93793], [-6.54780, -1.07842, -8.68383], [-5.24984, -2.03321, -7.95302], [-4.16996, -0.79387, -9.77157], [-4.97020, 0.70321, -9.27277], [-5.26671, -1.55289, -4.08209], [-6.45369, -3.92574, -3.45156], [-8.41874, -4.29114, -5.30010], [-8.31527, -2.14260, -6.95670], [-6.97624, 2.33534, -5.55015], [-9.28880, 3.39066, -6.52908], [-10.13277, 1.67300, -8.46558], [-8.31352, -0.31816, -8.57485], [-1.46975, -1.21009, -5.84395], [-0.41731, -3.67685, -6.32115], [-1.31874, -4.40987, -8.78342], [-2.86179, -2.38202, -9.67358], [-1.47618, -0.50885, -10.38580], [-0.61508, 1.62497, -11.82662], [-1.23080, 3.83494, -10.36063], [-2.42608, 2.91539, -8.08851], [1.11601, -2.14994, 2.40602], [2.54355, -1.70449, 2.69838], [3.58046, -2.06490, 1.63466], [2.57241, -0.21925, 3.01371], [2.99964, 0.09478, 4.31635], [3.06996, 1.40293, 4.75191], [2.70567, 2.43490, 3.90790], [2.26146, 2.18470, 2.59362], [1.83366, 3.36746, 1.73998], [0.68463, 4.13683, 2.41954], [3.01788, 4.30484, 1.48018], [2.19709, 0.84519, 2.10663], [1.78774, 0.63417, 0.80625], [0.70009, -1.60830, 1.54599], [0.46948, -1.93296, 3.28312], [1.08395, -3.24652, 2.23239], [2.84358, -2.30528, 3.58797], [3.47696, -1.45730, 0.73379], [4.59791, -1.85462, 2.02851], [3.52428, -3.14515, 1.38047], [3.28802, -0.68155, 5.01445], [3.40501, 1.61710, 5.76048], [2.76419, 3.44186, 4.29576], [1.46218, 3.01520, 0.75492], [1.00090, 4.57602, 3.38926], [0.33526, 4.96335, 1.76725], [-0.17290, 3.46619, 2.62247], [3.83019, 3.75238, 0.96290], [2.69822, 5.15027, 0.83566], [3.41803, 4.72249, 2.42879]], "forces_ev_per_a": [[0.3, 2.6, 1.4], [0.5, -0.2, -2.4], [1.2, -1.2, -1.1], [-0.1, 0.0, 0.2], [0.3, 0.1, 0.1], [-1.5, -2.6, 0.0], [-2.9, -1.4, -1.5], [0.0, 0.2, -0.1], [-0.2, 0.0, 0.2], [-1.3, 1.6, 1.0], [-0.3, 0.3, 0.2], [0.0, 0.0, 0.2], [0.0, 0.2, 0.0], [0.0, 0.0, 0.2], [0.0, -0.1, 0.0], [0.1, 0.1, 0.2], [0.4, 0.0, 0.1], [0.2, 0.2, 0.0], [0.1, 0.0, 0.2], [0.0, 0.2, -0.1], [0.0, 0.0, -0.3], [0.0, 0.3, 0.1], [-0.1, 0.0, -0.2], [0.1, 0.1, -0.1], [-0.2, -0.1, 0.4], [-0.6, -0.6, 0.3], [0.4, 0.4, -0.5], [0.1, -0.1, 0.0], [-0.1, 0.1, -0.1], [0.1, -0.1, -0.1], [0.0, 0.0, -0.2], [-0.1, 0.1, -0.1], [0.0, -0.3, 0.1], [-0.5, -0.2, -0.4], [0.1, 0.4, -0.1], [0.0, 0.4, -0.2], [0.4, -0.2, 0.5], [-0.3, -0.3, -0.4], [0.3, -0.2, 0.1], [0.3, -0.3, 0.0], [0.0, 0.5, 0.4], [-0.1, -0.3, -0.5], [-0.2, 0.4, 0.0], [-0.2, 0.3, -0.1], [0.3, 0.0, 0.6], [-0.1, 0.6, 0.1], [-0.1, -0.3, 0.3], [-0.1, -0.2, 0.3], [0.2, -0.4, -0.4], [0.4, -0.2, -0.1], [-0.1, 0.1, 0.3], [-0.3, 0.2, 0.0], [0.3, 0.1, 0.1], [-0.1, -0.1, 0.0], [0.0, 0.1, -0.1], [0.1, 0.1, 0.0], [0.0, 0.0, 0.1], [-0.1, 0.0, -0.1], [0.1, -0.1, 0.0], [0.1, 0.0, 0.1], [-0.1, 0.1, 0.1], [0.0, -0.1, -0.1], [-0.1, 0.1, -0.1], [0.0, 0.1, 0.1], [0.1, 0.0, 0.1], [0.0, 0.1, 0.0], [-0.1, 0.0, 0.1], [0.0, -0.1, 0.0], [0.1, 0.0, -0.1], [-0.3, -0.5, 0.3], [0.0, -0.1, 0.0], [0.4, -0.4, -0.1], [0.2, 0.5, 0.5], [-0.3, 0.3, -0.8], [0.1, 0.2, 0.2], [-0.2, -0.5, -0.7], [0.1, -0.3, 0.4], [-0.2, 0.1, -0.2], [-0.3, 0.1, 0.1], [0.3, 0.2, -0.2], [0.0, -0.3, -0.7], [3.8, 0.2, 3.0], [0.1, -0.4, 0.4], [0.3, -0.1, -0.5], [-0.1, 0.5, -0.1], [-0.1, 0.7, -0.2], [-0.1, -0.1, 0.0], [-0.6, -0.2, -0.2], [0.1, 0.5, 0.0], [-0.1, -0.2, -0.2], [0.0, 0.0, 0.0], [-0.1, 0.2, -0.2], [0.3, 0.0, 0.6], [-0.1, -0.2, -0.5], [0.2, -0.4, 0.3], [0.4, 0.4, -0.1], [-0.4, 0.4, 0.3], [0.2, -0.4, 0.3], [-0.2, -0.2, -0.5]], "mulliken_charge": [1.766, -0.432, -0.968, -0.696, -0.319, -0.190, -1.046, -0.829, -0.595, -1.831, 0.600, 0.676, 0.140, 0.512, 0.441, -0.144, 0.656, 0.554, 0.287, 0.488, 0.151, 0.502, 0.465, 0.573, 0.360, -0.193, -0.346, 0.306, 0.449, 0.535, 0.360, -0.828, -1.055, -0.397, -0.536, -0.621, -0.154, -0.380, -0.595, -0.652, -0.245, -0.406, -0.349, -0.949, -0.304, -0.126, -0.623, -0.499, -0.458, 0.484, 0.506, 0.429, 0.473, 0.329, 0.410, 0.430, 0.270, 0.397, 0.406, 0.427, 0.351, 0.268, 0.452, 0.433, 0.463, 0.336, 0.415, 0.411, 0.358, -1.270, 0.729, -1.516, 1.004, -1.069, -1.237, -0.457, 0.974, 0.616, -1.412, -1.519, -0.209, -1.120, -0.023, 0.381, 0.510, 0.475, 0.114, 0.427, 0.365, 0.326, 0.353, 0.356, 0.043, 0.304, 0.389, 0.321, 0.341, 0.433, 0.269]}